{
  "formula": "C3H8N2S",
  "method": "the ωB97M-V functional and the def2-TZVPD basis",
  "molar_mass_g_mol": 104.178,
  "orbital_gap_ev": 9.311,
  "charge": 0,
  "e_tot_ha": -626.7647,
  "smiles": "N[C@@H]1[C@H](N)[C@@H]1S",
  "homo_energy_ha": -0.310,
  "de_lowest_ev": 1.593,
  "elements": ["N", "C", "C", "N", "C", "S", "H", "H", "H", "H", "H", "H", "H", "H"],
  "xyz": [[0.607, 0.128, -1.670], [0.840, 0.635, -0.340], [0.458, -0.245, 0.813], [-0.223, -1.474, 0.508], [-0.292, 1.066, 0.574], [-1.984, 1.066, 0.018], [-0.063, -0.637, -1.642], [0.270, 0.893, -2.276], [1.769, 1.200, -0.326], [1.146, -0.240, 1.669], [0.459, -2.185, 0.201], [-0.709, -1.828, 1.300], [-0.095, 1.834, 1.278], [-2.183, -0.214, -0.105]]
}

{
  "formula": "C3H8N2S",
  "method": "the ωB97M-V functional and the def2-TZVPD basis",
  "molar_mass_g_mol": 104.178,
  "orbital_gap_ev": 9.717,
  "charge": 0,
  "e_tot_ha": -626.7341,
  "smiles": "CNC/C=N\\S",
  "homo_energy_ha": -0.324,
  "de_lowest_ev": 2.426,
  "elements": ["C", "N", "C", "C", "N", "S", "H", "H", "H", "H", "H", "H", "H", "H"],
  "xyz": [[-2.156, -0.599, 0.004], [-0.989, -0.027, -0.572], [-0.038, 0.276, 0.470], [1.186, 1.087, -0.019], [2.355, 0.803, -0.267], [2.912, -0.743, 0.045], [-2.865, -0.756, -0.820], [-2.621, 0.130, 0.653], [-1.910, -1.473, 0.561], [-0.644, -0.607, -1.294], [0.467, -0.569, 1.117], [-0.419, 1.036, 1.205], [0.850, 2.107, -0.221], [3.872, -0.665, -0.861]]
}

{
  "formula": "C3H8N2S2",
  "method": "the ωB97M-V functional and the def2-TZVPD basis",
  "molar_mass_g_mol": 136.245,
  "orbital_gap_ev": [7.239, 7.236],
  "charge": 0,
  "e_tot_ha": -1024.8230,
  "homo_energy_ha": [-0.260, -0.260],
  "de_lowest_ev": 4.844,
  "elements": ["C", "C", "C", "N", "N", "S", "S", "H", "H", "H", "H", "H", "H", "H", "H"],
  "xyz": [[1.494, 0.778, 1.137], [-0.514, 0.193, -1.467], [-1.425, -1.069, 0.334], [1.063, -0.803, -0.245], [-0.228, -0.817, -0.528], [1.611, 0.662, 2.718], [1.660, 2.017, 0.080], [0.109, 0.138, -2.389], [-1.550, -0.131, -1.895], [-0.482, 1.159, -0.891], [-2.095, -1.821, -0.038], [-1.150, -1.335, 1.442], [-2.019, -0.187, 0.394], [1.231, -1.600, 0.407], [2.296, 2.816, 0.943]]
}